Formula: C96H212N12O16
Source: the Open Molecules 2025 dataset
Level of theory: ωB97M-V/def2-TZVPD

Last columns: bonded neighbours and bond lengths (Å).
Cartesian coordinates (Å):
1 C 6.19 -4.06 -6.61  C2 1.529, H12 1.111, H13 1.118, H14 1.065
2 C 6.19 -3.45 -5.20  C1 1.529, C3 1.534, C4 1.501, N10 1.546
3 C 5.79 -4.57 -4.23  C2 1.534, H15 1.093, H16 1.122, H17 1.086
4 C 7.62 -3.08 -4.93  C2 1.501, C5 1.492, H18 1.122, H19 1.093
5 C 7.81 -2.27 -3.69  C4 1.492, C6 1.545, H20 1.088, H21 1.087
6 C 6.92 -1.01 -3.73  C5 1.545, C7 1.478, H22 1.111, H23 1.093
7 C 5.48 -1.29 -3.93  C6 1.478, C8 1.525, C9 1.480, N10 1.513
8 C 4.95 -2.01 -2.69  C7 1.525, H24 1.083, H25 1.085, H26 1.086
9 C 4.83 0.03 -4.13  C7 1.480, H27 1.086, H28 1.080, H29 1.110
10 N 5.36 -2.14 -5.17  C2 1.546, C7 1.513, O11 1.422
11 O 4.01 -2.52 -5.43  N10 1.422, H30 0.941
12 H 5.19 -4.39 -6.97  C1 1.111
13 H 6.55 -3.33 -7.38  C1 1.118
14 H 6.79 -4.93 -6.59  C1 1.065
15 H 6.07 -4.27 -3.21  C3 1.093
16 H 4.69 -4.74 -4.36  C3 1.122
17 H 6.32 -5.47 -4.51  C3 1.086
18 H 8.25 -4.00 -4.83  C4 1.122
19 H 8.05 -2.53 -5.77  C4 1.093
20 H 7.62 -2.88 -2.81  C5 1.088
21 H 8.88 -2.09 -3.70  C5 1.087
22 H 7.19 -0.37 -4.60  C6 1.111
23 H 7.00 -0.42 -2.81  C6 1.093
24 H 3.94 -2.36 -2.81  C8 1.083
25 H 4.88 -1.24 -1.92  C8 1.085
26 H 5.53 -2.84 -2.31  C8 1.086
27 H 4.92 0.66 -3.25  C9 1.086
28 H 3.81 0.04 -4.47  C9 1.080
29 H 5.34 0.51 -4.99  C9 1.110
30 H 3.79 -2.05 -6.21  O11 0.941
31 C 2.35 8.11 -0.46  C32 1.551, H42 1.099, H43 1.086, H44 1.058
32 C 2.42 7.70 -1.95  C31 1.551, C33 1.500, C34 1.569, N40 1.513
33 C 1.70 8.71 -2.80  C32 1.500, H45 1.091, H46 1.071, H47 1.060
34 C 3.93 7.72 -2.36  C32 1.569, C35 1.554, H48 1.112, H49 1.080
35 C 4.73 6.51 -1.78  C34 1.554, C36 1.577, H50 1.135, H51 1.122
36 C 4.02 5.16 -2.18  C35 1.577, C37 1.534, H52 1.063, H53 1.073
37 C 2.54 5.12 -1.78  C36 1.534, C38 1.555, C39 1.548, N40 1.485
38 C 1.76 4.00 -2.52  C37 1.555, H54 1.076, H55 1.076, H56 1.131
39 C 2.41 4.87 -0.25  C37 1.548, H57 1.115, H58 1.100, H59 1.122
40 N 1.86 6.33 -2.30  C32 1.513, C37 1.485, O41 1.456
41 O 0.55 6.41 -1.69  N40 1.456, H60 0.969
42 H 3.12 7.59 0.13  C31 1.099
43 H 2.40 9.18 -0.28  C31 1.086
44 H 1.43 7.68 -0.15  C31 1.058
45 H 0.64 8.66 -2.56  C33 1.091
46 H 2.03 9.68 -2.48  C33 1.071
47 H 1.85 8.49 -3.82  C33 1.060
48 H 4.02 7.59 -3.46  C34 1.112
49 H 4.43 8.64 -2.09  C34 1.080
50 H 5.79 6.42 -2.17  C35 1.135
51 H 4.81 6.53 -0.66  C35 1.122
52 H 4.49 4.39 -1.62  C36 1.063
53 H 4.02 4.89 -3.21  C36 1.073
54 H 1.25 4.42 -3.36  C38 1.076
55 H 0.96 3.56 -1.95  C38 1.076
56 H 2.45 3.14 -2.80  C38 1.131
57 H 2.58 3.79 -0.04  C39 1.115
58 H 1.39 5.13 0.05  C39 1.100
59 H 3.08 5.49 0.41  C39 1.122
60 H -0.03 6.14 -2.42  O41 0.969
61 C -3.75 -0.17 -3.30  C62 1.544, H72 1.052, H73 1.102, H74 1.075
62 C -3.85 -1.70 -3.14  C61 1.544, C63 1.507, C64 1.499, N70 1.456
63 C -2.47 -2.20 -2.78  C62 1.507, H75 1.105, H76 1.095, H77 1.060
64 C -4.77 -1.99 -2.00  C62 1.499, C65 1.558, H78 1.100, H79 1.081
65 C -6.26 -1.91 -2.46  C64 1.558, C66 1.510, H80 1.090, H81 1.077
66 C -6.52 -2.63 -3.76  C65 1.510, C67 1.525, H82 1.091, H83 1.139
67 C -5.55 -2.27 -4.88  C66 1.525, C68 1.577, C69 1.504, N70 1.478
68 C -5.74 -3.38 -5.99  C67 1.577, H84 1.113, H85 1.103, H86 1.083
69 C -5.86 -0.92 -5.45  C67 1.504, H87 1.109, H88 1.082, H89 1.124
70 N -4.18 -2.44 -4.35  C62 1.456, C67 1.478, O71 1.458
71 O -3.31 -1.96 -5.41  N70 1.458, H90 0.960
72 H -4.67 0.33 -3.17  C61 1.052
73 H -3.12 0.10 -2.44  C61 1.102
74 H -3.30 0.21 -4.20  C61 1.075
75 H -2.61 -3.29 -2.87  C63 1.105
76 H -1.82 -1.91 -3.62  C63 1.095
77 H -2.04 -2.00 -1.84  C63 1.060
78 H -4.55 -3.04 -1.73  C64 1.100
79 H -4.53 -1.36 -1.16  C64 1.081
80 H -6.90 -2.12 -1.60  C65 1.090
81 H -6.40 -0.86 -2.64  C65 1.077
82 H -7.53 -2.52 -4.16  C66 1.091
83 H -6.39 -3.76 -3.64  C66 1.139
84 H -5.43 -4.30 -5.45  C68 1.113
85 H -5.15 -3.24 -6.92  C68 1.103
86 H -6.78 -3.48 -6.25  C68 1.083
87 H -6.65 -1.01 -6.23  C69 1.109
88 H -5.08 -0.31 -5.88  C69 1.082
89 H -6.28 -0.27 -4.63  C69 1.124
90 H -2.82 -2.75 -5.67  O71 0.960
91 C 4.96 -4.43 1.50  C92 1.549, H102 1.101, H103 1.085, H104 1.112
92 C 4.51 -4.55 2.97  C91 1.549, C93 1.512, C94 1.573, N100 1.478
93 C 5.58 -4.10 3.94  C92 1.512, H105 1.097, H106 1.099, H107 1.052
94 C 3.23 -3.73 3.36  C92 1.573, C95 1.542, H108 1.105, H109 1.130
95 C 1.92 -4.21 2.69  C94 1.542, C96 1.535, H110 1.105, H111 1.108
96 C 1.75 -5.69 3.06  C95 1.535, C97 1.523, H112 1.098, H113 1.132
97 C 2.94 -6.59 2.76  C96 1.523, C98 1.522, C99 1.486, N100 1.537
98 C 2.71 -7.87 3.55  C97 1.522, H114 1.094, H115 1.090, H116 1.108
99 C 3.07 -6.91 1.31  C97 1.486, H117 1.100, H118 1.084, H119 1.100
100 N 4.26 -5.98 3.27  C92 1.478, C97 1.537, O101 1.425
101 O 5.42 -6.67 2.81  N100 1.425, H120 0.939
102 H 4.88 -3.38 1.18  C91 1.101
103 H 5.94 -4.89 1.40  C91 1.085
104 H 4.15 -4.92 0.90  C91 1.112
105 H 6.56 -4.53 3.71  C93 1.097
106 H 5.64 -3.00 4.02  C93 1.099
107 H 5.26 -4.34 4.91  C93 1.052
108 H 3.02 -3.81 4.44  C94 1.105
109 H 3.39 -2.65 3.07  C94 1.130
110 H 1.12 -3.61 3.15  C95 1.105
111 H 1.99 -4.05 1.60  C95 1.108
112 H 0.94 -6.10 2.45  C96 1.098
113 H 1.48 -5.88 4.14  C96 1.132
114 H 1.79 -8.24 3.08  C98 1.094
115 H 2.58 -7.68 4.61  C98 1.090
116 H 3.54 -8.60 3.44  C98 1.108
117 H 2.42 -7.76 1.06  C99 1.100
118 H 4.10 -7.10 1.04  C99 1.084
119 H 2.77 -6.00 0.76  C99 1.100
120 H 5.80 -6.96 3.62  O101 0.939
121 C -2.15 3.44 2.22  C122 1.549, H132 1.121, H133 1.088, H134 1.089
122 C -1.30 4.55 2.88  C121 1.549, C123 1.486, C124 1.510, N130 1.500
123 C -0.02 4.03 3.43  C122 1.486, H135 1.057, H136 1.073, H137 1.077
124 C -1.10 5.56 1.78  C122 1.510, C125 1.561, H138 1.125, H139 1.074
125 C -0.29 6.78 2.32  C124 1.561, C126 1.595, H140 1.100, H141 1.108
126 C -1.23 7.53 3.37  C125 1.595, C127 1.552, H142 1.110, H143 1.103
127 C -1.89 6.63 4.45  C126 1.552, C128 1.495, C129 1.536, N130 1.508
128 C -1.00 6.59 5.65  C127 1.495, H144 1.078, H145 1.108, H146 1.112
129 C -3.18 7.26 4.99  C127 1.536, H147 1.117, H148 1.091, H149 1.094
130 N -2.19 5.27 3.85  C122 1.500, C127 1.508, O131 1.465
131 O -2.46 4.32 4.93  N130 1.465, H150 0.961
132 H -3.15 3.71 1.78  C121 1.121
133 H -1.49 2.96 1.49  C121 1.088
134 H -2.43 2.73 2.99  C121 1.089
135 H 0.59 4.85 3.67  C123 1.057
136 H -0.12 3.33 4.24  C123 1.073
137 H 0.48 3.47 2.65  C123 1.077
138 H -0.45 5.10 0.97  C124 1.125
139 H -2.06 5.92 1.49  C124 1.074
140 H 0.67 6.52 2.77  C125 1.100
141 H -0.01 7.54 1.56  C125 1.108
142 H -2.02 7.98 2.74  C126 1.110
143 H -0.60 8.27 3.89  C126 1.103
144 H -1.55 6.10 6.44  C128 1.078
145 H -0.86 7.63 6.00  C128 1.108
146 H -0.05 6.03 5.51  C128 1.112
147 H -4.02 7.12 4.26  C129 1.117
148 H -3.14 8.34 5.16  C129 1.091
149 H -3.44 6.70 5.89  C129 1.094
150 H -1.62 4.21 5.36  O131 0.961
151 C 4.22 0.76 2.27  C152 1.466, H162 1.103, H163 1.132, H164 1.102
152 C 5.55 0.97 1.70  C151 1.466, C153 1.567, C154 1.497, N160 1.498
153 C 6.41 -0.33 1.93  C152 1.567, H165 1.108, H166 1.103, H167 1.094
154 C 5.41 1.28 0.24  C152 1.497, C155 1.490, H168 1.094, H169 1.090
155 C 6.53 1.86 -0.55  C154 1.490, C156 1.526, H170 1.092, H171 1.094
156 C 7.03 3.13 0.14  C155 1.526, C157 1.613, H172 1.117, H173 1.118
157 C 7.29 2.83 1.70  C156 1.613, C158 1.592, C159 1.506, N160 1.457
158 C 8.65 2.01 1.72  C157 1.592, H174 1.042, H175 1.095, H176 1.099
159 C 7.62 4.17 2.31  C157 1.506, H177 1.086, H178 1.082, H179 1.104
160 N 6.13 2.20 2.32  C152 1.498, C157 1.457, O161 1.452
161 O 6.42 1.98 3.73  N160 1.452, H180 0.942
162 H 3.60 -0.02 1.79  C151 1.103
163 H 4.38 0.37 3.32  C151 1.132
164 H 3.64 1.70 2.25  C151 1.102
165 H 7.16 -0.57 1.15  C153 1.108
166 H 6.80 -0.33 2.96  C153 1.103
167 H 5.67 -1.10 1.71  C153 1.094
168 H 5.01 0.40 -0.27  C154 1.094
169 H 4.55 1.93 0.03  C154 1.090
170 H 7.33 1.15 -0.75  C155 1.092
171 H 6.11 2.10 -1.53  C155 1.094
172 H 6.28 3.94 -0.02  C156 1.117
173 H 7.97 3.47 -0.36  C156 1.118
174 H 9.25 2.47 1.00  C158 1.042
175 H 8.53 0.97 1.42  C158 1.095
176 H 9.13 2.09 2.70  C158 1.099
177 H 8.64 4.36 2.00  C159 1.086
178 H 7.62 4.16 3.39  C159 1.082
179 H 6.90 4.96 2.03  C159 1.104
180 H 5.84 2.59 4.14  O161 0.942
181 C -2.61 -6.63 4.23  C182 1.552, H192 1.083, H193 1.126, H194 1.077
182 C -2.78 -5.13 4.57  C181 1.552, C183 1.523, C184 1.586, N190 1.508
183 C -1.74 -4.38 3.76  C182 1.523, H195 1.073, H196 1.095, H197 1.091
184 C -4.28 -4.76 4.18  C182 1.586, C185 1.514, H198 1.108, H199 1.109
185 C -5.33 -5.17 5.20  C184 1.514, C186 1.523, H200 1.096, H201 1.059
186 C -4.92 -4.90 6.64  C185 1.523, C187 1.490, H202 1.049, H203 1.089
187 C -3.54 -5.32 7.00  C186 1.490, C188 1.561, C189 1.542, N190 1.500
188 C -3.18 -4.74 8.41  C187 1.561, H204 1.105, H205 1.111, H206 1.108
189 C -3.41 -6.85 7.18  C187 1.542, H207 1.100, H208 1.105, H209 1.093
190 N -2.61 -4.70 6.00  C182 1.508, C187 1.500, O191 1.461
191 O -1.24 -5.11 6.32  N190 1.461, H210 0.965
192 H -3.48 -7.15 4.60  C181 1.083
193 H -2.46 -6.72 3.12  C181 1.126
194 H -1.66 -6.89 4.67  C181 1.077
195 H -1.72 -3.32 3.91  C183 1.073
196 H -0.81 -4.91 4.01  C183 1.095
197 H -1.94 -4.67 2.73  C183 1.091
198 H -4.30 -3.66 4.07  C184 1.108
199 H -4.47 -5.12 3.15  C184 1.109
200 H -6.24 -4.60 4.99  C185 1.096
201 H -5.49 -6.22 5.17  C185 1.059
202 H -5.67 -5.41 7.18  C186 1.049
203 H -4.94 -3.82 6.76  C186 1.089
204 H -2.16 -5.08 8.68  C188 1.105
205 H -3.96 -5.09 9.11  C188 1.111
206 H -3.13 -3.64 8.30  C188 1.108
207 H -2.37 -7.20 7.13  C189 1.100
208 H -4.05 -7.39 6.46  C189 1.105
209 H -3.70 -6.93 8.23  C189 1.093
210 H -0.82 -4.28 6.57  O191 0.965
211 C 0.41 -0.10 1.83  C212 1.549, H222 1.075, H223 1.079, H224 1.084
212 C -0.51 -0.64 0.70  C211 1.549, C213 1.516, C214 1.541, N220 1.463
213 C -1.37 -1.68 1.39  C212 1.516, H225 1.076, H226 1.079, H227 1.071
214 C -1.45 0.44 0.14  C212 1.541, C215 1.513, H228 1.119, H229 1.117
215 C -0.62 1.49 -0.56  C214 1.513, C216 1.526, H230 1.103, H231 1.084
216 C -0.05 0.78 -1.79  C215 1.526, C217 1.519, H232 1.091, H233 1.109
217 C 0.91 -0.33 -1.42  C216 1.519, C218 1.543, C219 1.576, N220 1.492
218 C 1.26 -1.22 -2.63  C217 1.543, H234 1.107, H235 1.083, H236 1.076
219 C 2.22 0.39 -0.92  C217 1.576, H237 1.076, H238 1.082, H239 1.081
220 N 0.24 -1.21 -0.42  C212 1.463, C217 1.492, O221 1.402
221 O 1.21 -2.06 0.14  N220 1.402, H240 0.991
222 H -0.06 0.69 2.39  C211 1.075
223 H 0.54 -0.98 2.44  C211 1.079
224 H 1.41 0.19 1.51  C211 1.084
225 H -2.29 -1.79 0.84  C213 1.076
226 H -0.97 -2.59 1.79  C213 1.079
227 H -1.77 -1.14 2.23  C213 1.071
228 H -2.24 0.06 -0.57  C214 1.119
229 H -2.05 0.86 0.99  C214 1.117
230 H -1.23 2.38 -0.77  C215 1.103
231 H 0.13 1.85 0.13  C215 1.084
232 H 0.47 1.47 -2.47  C216 1.091
233 H -0.94 0.35 -2.29  C216 1.109
234 H 1.67 -0.59 -3.43  C218 1.107
235 H 0.40 -1.71 -3.07  C218 1.083
236 H 2.03 -1.96 -2.45  C218 1.076
237 H 2.04 1.07 -0.11  C219 1.076
238 H 2.60 0.96 -1.76  C219 1.082
239 H 2.91 -0.37 -0.57  C219 1.081
240 H 0.94 -2.96 -0.17  O221 0.991
241 C 1.69 -5.09 -2.00  O242 1.420, H250 1.106, H251 1.107, H252 1.113
242 O 1.09 -4.83 -0.73  C241 1.420, C243 1.408
243 C 0.01 -5.63 -0.34  O242 1.408, C244 1.490, H253 1.091, H254 1.140
244 C -1.36 -5.13 -0.68  C243 1.490, N245 1.465, H255 1.117, H256 1.094
245 N -2.24 -5.96 0.14  C244 1.465, C246 1.460, H257 0.995
246 C -3.60 -5.46 -0.03  N245 1.460, C247 1.557, H258 1.109, H259 1.051
247 C -4.58 -6.59 0.40  C246 1.557, O248 1.374, H260 1.121, H261 1.121
248 O -5.84 -6.06 0.26  C247 1.374, C249 1.469
249 C -6.79 -7.08 0.72  O248 1.469, H262 1.134, H263 1.094, H264 1.105
250 H 0.98 -5.37 -2.80  C241 1.106
251 H 2.34 -5.97 -1.87  C241 1.107
252 H 2.27 -4.22 -2.37  C241 1.113
253 H 0.01 -5.88 0.72  C243 1.091
254 H 0.13 -6.67 -0.80  C243 1.140
255 H -1.55 -5.33 -1.76  C244 1.117
256 H -1.44 -4.08 -0.39  C244 1.094
257 H -2.27 -6.84 -0.32  N245 0.995
258 H -3.83 -5.21 -1.09  C246 1.109
259 H -3.76 -4.57 0.51  C246 1.051
260 H -4.42 -6.91 1.46  C247 1.121
261 H -4.49 -7.48 -0.27  C247 1.121
262 H -6.59 -7.26 1.82  C249 1.134
263 H -6.67 -7.95 0.06  C249 1.094
264 H -7.83 -6.71 0.61  C249 1.105
265 C -6.05 3.64 5.40  O266 1.363, H274 1.107, H275 1.125, H276 1.105
266 O -5.66 3.29 6.66  C265 1.363, C267 1.391
267 C -5.16 2.02 6.92  O266 1.391, C268 1.543, H277 1.118, H278 1.080
268 C -3.62 1.97 6.86  C267 1.543, N269 1.439, H279 1.089, H280 1.102
269 N -2.99 0.71 7.19  C268 1.439, C270 1.501, H281 0.977
270 C -3.25 -0.43 6.25  N269 1.501, C271 1.461, H282 1.080, H283 1.116
271 C -2.73 -0.31 4.89  C270 1.461, O272 1.448, H284 1.098, H285 1.051
272 O -3.59 0.51 4.07  C271 1.448, C273 1.389
273 C -4.71 -0.18 3.63  O272 1.389, H286 1.104, H287 1.102, H288 1.100
274 H -6.53 4.63 5.47  C265 1.107
275 H -6.88 2.95 5.08  C265 1.125
276 H -5.21 3.68 4.69  C265 1.105
277 H -5.68 1.24 6.31  C267 1.118
278 H -5.54 1.72 7.89  C267 1.080
279 H -3.17 2.68 7.54  C268 1.089
280 H -3.32 2.16 5.81  C268 1.102
281 H -3.12 0.39 8.10  N269 0.977
282 H -4.28 -0.74 6.16  C270 1.080
283 H -2.77 -1.34 6.70  C270 1.116
284 H -2.55 -1.31 4.48  C271 1.098
285 H -1.82 0.18 4.69  C271 1.051
286 H -5.34 -0.53 4.46  C273 1.104
287 H -4.46 -1.04 2.99  C273 1.102
288 H -5.28 0.57 3.05  C273 1.100
289 C -1.43 6.64 -4.86  O290 1.440, H298 1.080, H299 1.117, H300 1.142
290 O -1.71 5.73 -3.78  C289 1.440, C291 1.452
291 C -2.34 4.56 -4.34  O290 1.452, C292 1.504, H301 1.076, H302 1.095
292 C -2.26 3.37 -3.41  C291 1.504, N293 1.452, H303 1.077, H304 1.084
293 N -3.26 3.26 -2.36  C292 1.452, C294 1.442, H305 0.979
294 C -3.51 4.34 -1.44  N293 1.442, C295 1.465, H306 1.090, H307 1.082
295 C -4.63 4.06 -0.54  C294 1.465, O296 1.407, H308 1.119, H309 1.066
296 O -5.86 3.91 -1.23  C295 1.407, C297 1.405
297 C -6.84 3.53 -0.30  O296 1.405, H310 1.085, H311 1.067, H312 1.139
298 H -0.89 7.49 -4.49  C289 1.080
299 H -2.35 7.03 -5.36  C289 1.117
300 H -0.79 6.29 -5.74  C289 1.142
301 H -1.83 4.30 -5.26  C291 1.076
302 H -3.38 4.82 -4.57  C291 1.095
303 H -1.28 3.25 -2.98  C292 1.077
304 H -2.36 2.48 -4.02  C292 1.084
305 H -4.09 3.09 -2.85  N293 0.979
306 H -3.74 5.32 -1.86  C294 1.090
307 H -2.61 4.55 -0.89  C294 1.082
308 H -4.69 4.85 0.24  C295 1.119
309 H -4.54 3.14 -0.01  C295 1.066
310 H -7.79 3.30 -0.77  C297 1.085
311 H -6.84 4.29 0.45  C297 1.067
312 H -6.55 2.57 0.24  C297 1.139
313 C 2.19 3.07 -6.32  O314 1.426, H322 1.095, H323 1.126, H324 1.092
314 O 0.99 2.38 -6.66  C313 1.426, C315 1.439
315 C 0.76 1.22 -5.84  O314 1.439, C316 1.520, H325 1.050, H326 1.081
316 C -0.56 0.67 -6.35  C315 1.520, N317 1.480, H327 1.074, H328 1.064
317 N -1.56 1.73 -6.56  C316 1.480, C318 1.479, H329 1.030
318 C -2.65 1.34 -7.48  N317 1.479, C319 1.475, H330 1.100, H331 1.088
319 C -3.86 2.16 -7.36  C318 1.475, O320 1.404, H332 1.077, H333 1.091
320 O -3.56 3.49 -7.71  C319 1.404, C321 1.427
321 C -4.63 4.40 -7.46  O320 1.427, H334 1.083, H335 1.108, H336 1.094
322 H 2.16 4.08 -6.73  C313 1.095
323 H 3.12 2.50 -6.62  C313 1.126
324 H 2.19 3.17 -5.23  C313 1.092
325 H 0.61 1.51 -4.84  C315 1.050
326 H 1.49 0.43 -5.85  C315 1.081
327 H -1.05 -0.02 -5.69  C316 1.074
328 H -0.38 0.12 -7.25  C316 1.064
329 H -1.10 2.56 -6.97  N317 1.030
330 H -2.99 0.32 -7.23  C318 1.100
331 H -2.28 1.23 -8.50  C318 1.088
332 H -4.22 2.15 -6.35  C319 1.077
333 H -4.66 1.80 -8.01  C319 1.091
334 H -4.77 4.51 -6.40  C321 1.083
335 H -5.54 4.04 -7.98  C321 1.108
336 H -4.37 5.31 -8.00  C321 1.094

The calculation puts the energy at -5645.210672 Eh. Its structure (SMILES) is CC1(C)CCCC(C)(C)N1O.CC1(C)CCCC(C)(C)N1O.CC1(C)CCCC(C)(C)N1O.CC1(C)CCCC(C)(C)N1O.CC1(C)CCCC(C)(C)N1O.CC1(C)CCCC(C)(C)N1O.CC1(C)CCCC(C)(C)N1O.CC1(C)CCCC(C)(C)N1O.COCCNCCOC.COCCNCCOC.COCCNCCOC.COCCNCCOC. The max |F| is 3.30 eV/A. The relative energy (zero: lowest compared OMol25 entry of this formula, charge and spin) is 114.48 kJ/mol. As for the charge: 0. For the gap between HOMO and LUMO, the calculation gives 8.7 eV.

Results of the Löwdin charge analysis, in e, for atoms 1 through 6: -0.052 -0.505 -0.029 -0.188 -0.169 -0.135